(1)
{
  "formula": "C23H53O5P3Ti",
  "method": "the ωB97M-V functional and the def2-TZVPD basis",
  "elements": ["Ti", "P", "P", "P", "O", "O", "O", "O", "O", "C", "C", "C", "C", "C", "C", "C", "C", "C", "C", "C", "C", "C", "C", "C", "C", "C", "C", "C", "C", "C", "C", "C", "H", "H", "H", "H", "H", "H", "H", "H", "H", "H", "H", "H", "H", "H", "H", "H", "H", "H", "H", "H", "H", "H", "H", "H", "H", "H", "H", "H", "H", "H", "H", "H", "H", "H", "H", "H", "H", "H", "H", "H", "H", "H", "H", "H", "H", "H", "H", "H", "H", "H", "H", "H", "H"],
  "coordinates": [[-0.028, 0.210, 0.241], [2.491, 0.269, 0.495], [-0.511, -0.023, 2.676], [-2.464, 0.107, -0.482], [0.407, -1.330, -2.516], [-2.051, -0.364, 3.170], [-0.233, 1.507, 3.226], [0.405, -0.891, 3.739], [0.142, 3.187, -0.721], [0.084, 2.072, -0.342], [-3.861, -1.878, 1.032], [-1.033, 2.263, 4.148], [4.995, 0.580, -0.891], [-3.074, -0.435, -3.220], [-3.007, 2.632, 0.701], [3.333, -1.371, 0.675], [-2.505, -0.888, 4.443], [3.494, 2.577, -0.841], [-4.981, 1.142, 0.364], [2.918, 1.102, 2.099], [3.538, 1.053, -0.840], [2.445, 2.561, 2.147], [-2.510, -2.679, -0.925], [-3.355, -1.530, -0.365], [2.959, -2.086, 1.970], [-3.478, 1.178, 0.663], [-2.279, 1.866, -2.686], [3.095, -2.243, -0.559], [-3.056, 0.664, -2.155], [4.389, 0.994, 2.506], [0.210, -2.293, 4.096], [0.248, -0.812, -1.465], [-5.240, 1.834, -0.448], [-4.092, 0.976, -1.958], [0.222, -1.868, 0.941], [-3.280, 0.720, 1.649], [3.350, -1.730, -1.496], [3.940, 2.918, -1.784], [-4.139, -2.940, 1.049], [2.482, 2.983, -0.791], [1.917, -1.911, 2.260], [2.310, 0.534, 2.829], [4.769, -0.034, 2.518], [5.097, -0.448, -1.253], [1.579, 2.757, 1.501], [-2.195, 2.694, -1.977], [-1.075, 1.776, 5.132], [-3.271, 3.163, -0.223], [-0.185, -2.883, 3.252], [-5.515, 1.488, 1.262], [3.103, -3.168, 1.847], [-3.540, -0.545, 4.564], [4.098, 3.003, -0.031], [5.488, 0.669, 0.084], [-4.231, -1.389, -1.019], [-2.506, -1.987, 4.429], [-1.929, 2.736, 0.857], [5.543, 1.223, -1.590], [-1.839, -3.093, -0.162], [-3.725, -1.277, -2.967], [3.582, -1.764, 2.815], [4.405, -1.132, 0.720], [4.484, 1.381, 3.532], [-3.192, -3.489, -1.230], [5.037, 1.613, 1.871], [-3.516, 3.140, 1.534], [-1.266, 1.576, -2.994], [3.016, 0.687, -1.741], [-3.093, -1.703, 1.794], [3.731, -3.138, -0.482], [-1.907, -0.516, 5.286], [2.144, 2.794, 3.178], [-2.061, -0.810, -3.414], [-1.903, -2.405, -1.794], [-0.466, -2.365, 4.958], [-2.048, 2.441, 3.755], [-3.455, 0.004, -4.152], [-4.749, -1.306, 1.312], [-2.801, 2.237, -3.581], [-5.367, 0.150, 0.115], [2.052, -2.577, -0.627], [1.196, -2.682, 4.385], [3.252, 3.251, 1.866], [-0.518, 3.224, 4.260], [-0.551, -1.828, 0.824]],
  "mulliken_charge": [-2.463, 1.469, 0.359, 2.323, -0.185, 0.550, -0.292, -0.304, -0.096, 0.541, -1.554, -0.742, -1.447, -1.384, -1.360, 0.264, -1.017, -1.381, -1.723, 0.610, 0.831, -1.464, -1.797, -0.132, -1.438, 0.631, -1.502, -1.714, 0.749, -1.631, -0.867, 0.905, 0.474, 0.389, 1.098, -0.080, 0.397, 0.564, 0.506, 0.254, 0.229, 0.191, 0.421, 0.378, 0.241, 0.209, 0.343, 0.342, 0.389, 0.393, 0.462, 0.336, 0.293, 0.277, 0.992, 0.309, 0.075, 0.470, 0.370, 0.356, 0.288, 0.763, 0.433, 0.464, 0.357, 0.469, 0.297, 0.434, 0.165, 0.532, 0.385, 0.339, 0.322, 0.354, 0.380, 0.252, 0.474, 0.357, 0.561, 0.483, 0.300, 0.328, 0.515, 0.349, -1.017],
  "multiplicity": 1,
  "homo_ev": -21.9,
  "total_energy_ev": -85883.65503,
  "charge": 4,
  "orbital_gap_ev": 5.20
}



(2)
{
  "formula": "C23H54BClI2NO22P6S",
  "method": "the ωB97M-V functional and the def2-TZVPD basis",
  "elements": ["I", "I", "Cl", "S", "P", "P", "P", "P", "P", "P", "O", "O", "O", "O", "O", "O", "O", "O", "O", "O", "O", "O", "O", "O", "O", "O", "O", "O", "O", "O", "O", "O", "N", "C", "C", "C", "C", "C", "C", "C", "C", "C", "C", "C", "C", "C", "C", "C", "C", "C", "C", "C", "C", "C", "C", "C", "B", "H", "H", "H", "H", "H", "H", "H", "H", "H", "H", "H", "H", "H", "H", "H", "H", "H", "H", "H", "H", "H", "H", "H", "H", "H", "H", "H", "H", "H", "H", "H", "H", "H", "H", "H", "H", "H", "H", "H", "H", "H", "H", "H", "H", "H", "H", "H", "H", "H", "H", "H", "H", "H", "H"],
  "coordinates": [[-2.750, -1.672, 1.350], [-3.165, 0.941, -0.980], [1.314, 0.758, -0.997], [-1.940, 1.187, -4.571], [6.963, 3.413, 6.624], [-0.525, 1.558, -3.288], [-3.200, -6.616, -6.832], [1.626, -0.860, 5.069], [-0.749, 6.742, -5.882], [-5.325, 0.029, 4.995], [1.429, -0.672, 3.453], [2.907, -0.140, 5.328], [-1.091, 6.797, -7.330], [-3.173, -6.681, -5.183], [-3.609, -6.562, -8.459], [1.808, -2.457, 4.866], [-4.476, -0.789, 6.105], [0.843, 1.842, -4.157], [-6.771, 0.127, 5.337], [-0.763, 2.962, -2.461], [-1.531, 8.029, -5.258], [1.010, -1.065, 6.566], [6.318, 2.318, 5.642], [-0.205, 5.212, -5.685], [-3.081, -8.233, -6.944], [-4.729, 1.469, 5.533], [-1.877, -5.915, -6.989], [-5.258, -1.168, 3.911], [7.478, 4.354, 5.399], [7.294, 2.263, 7.770], [0.715, 7.355, -5.541], [5.967, 4.272, 7.324], [1.556, -1.394, -3.170], [5.186, 1.547, 6.075], [1.674, -1.978, 7.430], [-1.249, -1.206, -0.101], [-0.772, -1.977, -3.415], [-0.448, -3.087, -4.172], [8.096, 2.674, 8.890], [-1.048, 9.320, -5.605], [-5.516, -2.497, 4.353], [-2.246, -7.565, -4.566], [-5.042, 2.635, 4.744], [6.559, 4.607, 4.338], [1.819, 6.999, -6.365], [0.894, -3.354, -4.408], [0.261, -1.171, -2.939], [-0.049, -2.112, -0.019], [2.859, -2.936, 4.032], [-1.199, 4.140, -5.693], [-4.075, -5.299, -8.970], [-2.287, -8.808, -7.975], [1.027, 0.634, 2.973], [-1.364, -0.220, -0.982], [-4.697, -0.524, 7.484], [1.823, -2.473, -3.895], [-0.147, 0.109, -2.019], [-0.814, 9.380, -6.668], [0.771, 0.541, 1.921], [1.333, -1.760, 8.441], [5.523, 0.595, 6.483], [1.206, -4.209, -4.988], [-0.196, -2.924, -0.736], [-1.594, 4.006, -6.700], [-3.969, 0.202, 7.847], [6.939, 5.468, 3.791], [1.498, 6.741, -7.375], [7.524, 3.342, 9.535], [-0.712, 3.232, -5.382], [-6.099, 2.881, 4.846], [-1.804, -1.751, -3.198], [9.007, 3.172, 8.560], [1.293, 2.632, -3.842], [-1.270, -7.506, -5.048], [-4.559, -1.456, 8.030], [3.691, -2.233, 3.993], [3.212, -3.880, 4.447], [-2.910, -9.062, -8.832], [8.369, 1.782, 9.449], [-1.843, 10.027, -5.371], [2.491, 7.856, -6.415], [-2.008, 4.361, -5.001], [-1.488, -8.134, -8.287], [1.405, -3.004, 7.187], [-4.461, -5.468, -9.973], [-5.707, -0.154, 7.664], [-2.156, -7.250, -3.528], [-1.845, -9.724, -7.583], [1.848, 1.343, 3.079], [-5.723, -3.088, 3.463], [-3.251, -4.588, -9.017], [6.512, 3.758, 3.659], [-2.613, -8.590, -4.587], [-1.200, -3.760, -4.578], [5.566, 4.833, 4.725], [4.559, 1.346, 5.215], [2.484, -3.118, 3.025], [2.756, -1.853, 7.380], [-0.171, 9.575, -5.013], [0.006, -2.599, 0.954], [-4.443, 3.461, 5.119], [-4.799, 2.475, 3.695], [2.872, -2.682, -4.092], [0.892, -1.605, -0.207], [-4.875, -4.896, -8.351], [-6.378, -2.529, 5.020], [4.598, 2.080, 6.822], [-0.111, 3.618, -2.724], [-4.641, -2.912, 4.849], [0.154, 0.992, 3.516], [2.359, 6.160, -5.926]],
  "mulliken_charge": [-0.011, 0.040, -0.474, -0.476, 1.038, 0.032, 1.118, 0.747, 1.039, 1.021, -0.110, -0.302, -0.660, -0.414, -0.302, -0.313, -0.243, -0.456, -0.678, -0.452, -0.424, -0.457, -0.311, -0.215, -0.326, -0.258, -0.605, -0.230, -0.411, -0.288, -0.315, -0.641, -0.377, -0.586, -0.541, 0.249, -0.809, -0.587, -0.755, -0.553, -0.648, -0.573, -0.769, -0.541, -0.629, -0.546, 0.471, -1.520, -0.502, -0.543, -0.740, -0.630, -0.407, -0.093, -0.695, -0.360, 0.789, 0.307, -0.126, 0.248, 0.241, 0.409, 0.322, 0.362, 0.228, 0.239, 0.346, 0.327, -0.029, 0.313, 0.425, 0.315, 0.327, 0.293, 0.244, 0.265, 0.250, 0.219, 0.222, 0.242, 0.246, 0.439, 0.342, 0.225, 0.232, 0.336, 0.260, 0.260, 0.278, 0.264, 0.321, 0.235, 0.239, 0.605, 0.307, 0.244, 0.141, 0.267, 0.225, 0.456, 0.229, 0.342, 0.368, 0.297, 0.318, 0.341, 0.376, 0.290, 0.238, 0.330, 0.194],
  "multiplicity": 1,
  "homo_ev": -5.3,
  "total_energy_ev": -167234.98640,
  "charge": -1,
  "orbital_gap_ev": 4.87
}



Question: Look up the charge of the second one.
Answer: -1